Molecular formula: C3H4INO
Method: DFT, ωB97M-V with the def2-TZVPD basis set

As for the molecular weight: 197.0 g mol⁻¹. The max |F| is 4.72 eV/Å. The value obtained for the energy above the lowest of the compared OMol25 structures with the same formula, charge and spin is 190.3 kJ/mol. Its HOMO-LUMO gap is 9.5 eV. The value obtained for the total energy is -14811.441 eV.

Geometry (Å):
1 I 2.188 -0.516 1.514
2 O -1.359 0.539 0.053
3 N 0.706 0.922 -0.621
4 C -0.668 -0.716 0.302
5 C 0.772 -0.389 -0.146
6 C -0.446 1.376 -0.336
7 H -0.831 2.389 -0.602
8 H 1.549 -1.176 -1.232
9 H -0.702 -0.947 1.336
10 H -1.207 -1.481 -0.269

---

Molecular formula: C3H4INO
Method: DFT, ωB97M-V with the def2-TZVPD basis set

As for the molecular weight: 197.0 g mol⁻¹. The max |F| is 3.44 eV/Å. The value obtained for the energy above the lowest of the compared OMol25 structures with the same formula, charge and spin is 74.0 kJ/mol. Its HOMO-LUMO gap is 10.5 eV. The value obtained for the total energy is -14812.646 eV. Its SMILES is c1cocn1.I.

Geometry (Å):
1 I 4.095 -0.137 -0.489
2 O -1.225 1.329 0.097
3 N 0.208 -0.276 0.088
4 C 0.012 0.953 -0.056
5 C -1.037 -0.794 0.350
6 C -1.912 0.226 0.282
7 H -0.992 -1.863 0.505
8 H 2.929 -1.099 -0.823
9 H 0.859 1.552 -0.292
10 H -2.935 0.110 0.337

---

Molecular formula: C3H4INO
Method: DFT, ωB97M-V with the def2-TZVPD basis set

As for the molecular weight: 197.0 g mol⁻¹. The max |F| is 4.62 eV/Å. The value obtained for the energy above the lowest of the compared OMol25 structures with the same formula, charge and spin is 242.5 kJ/mol. Its HOMO-LUMO gap is 9.0 eV. The value obtained for the total energy is -14810.900 eV.

Geometry (Å):
1 I -1.091 2.281 1.880
2 O 0.196 -0.025 -1.255
3 N 1.206 1.199 0.325
4 C 0.025 0.765 0.913
5 C -0.695 -0.092 -0.141
6 C 1.219 0.733 -0.856
7 H -0.802 -1.138 0.155
8 H -1.675 0.292 -0.437
9 H 0.356 -0.396 2.165
10 H 1.995 0.917 -1.578

---

Molecular formula: C3H4INO2
Method: DFT, ωB97M-V with the def2-TZVPD basis set

As for the molecular weight: 213.0 g mol⁻¹. The max |F| is 4.70 eV/Å. The value obtained for the energy above the lowest of the compared OMol25 structures with the same formula, charge and spin is 41.5 kJ/mol. Its HOMO-LUMO gap (alpha / beta) is 5.7 / 6.4 eV. The value obtained for the total energy is -16856.874 eV. Its expectation value of S² is 2.0269. The multiplicity is 3.

Geometry (Å):
1 I 2.541 1.798 1.232
2 O 1.789 -0.988 -1.888
3 O -0.616 1.384 1.288
4 N 1.529 1.094 -0.435
5 C 0.765 -0.913 -1.247
6 C -0.516 0.307 0.540
7 C 0.568 0.184 -0.245
8 H 0.110 -1.796 -1.242
9 H -1.275 -0.457 0.779
10 H -1.314 1.393 2.082
11 H 2.202 0.593 -1.109

---

Molecular formula: C3H4IPS
Method: DFT, ωB97M-V with the def2-TZVPD basis set

As for the molecular weight: 230.0 g mol⁻¹. The max |F| is 3.07 eV/Å. The value obtained for the energy above the lowest of the compared OMol25 structures with the same formula, charge and spin is 144.1 kJ/mol. Its HOMO-LUMO gap (alpha / beta) is 7.7 / 7.7 eV. The value obtained for the total energy is -31397.323 eV.

Geometry (Å):
1 I -2.611 -0.984 -0.244
2 S -1.146 2.417 -0.902
3 P -0.718 0.647 -0.274
4 C -0.402 0.629 1.451
5 C 0.977 -0.791 -1.472
6 C 0.042 0.495 2.585
7 H 1.617 0.046 -1.939
8 H 1.433 -1.296 -0.567
9 H 0.526 0.312 3.527
10 H 0.280 -1.474 -2.165

---

Molecular formula: C3H4KO
Method: DFT, ωB97M-V with the def2-TZVPD basis set

As for the molecular weight: 95.2 g mol⁻¹. The max |F| is 3.04 eV/Å. The value obtained for the energy above the lowest of the compared OMol25 structures with the same formula, charge and spin is 402.9 kJ/mol. Its HOMO-LUMO gap (alpha / beta) is 4.9 / 5.2 eV. The value obtained for the total energy is -21538.876 eV. Its expectation value of S² is 0.7806. The multiplicity is 2.

Geometry (Å):
1 K 2.638 0.495 1.794
2 O 1.437 0.445 -0.704
3 C -0.013 -0.541 -1.274
4 C -1.093 0.103 0.617
5 C 1.246 -0.871 -0.971
6 H -1.157 0.459 1.653
7 H -1.295 1.083 0.175
8 H -1.257 -0.955 0.888
9 H -0.507 -0.218 -2.179

---

Molecular formula: C3H4LiNaO5
Method: DFT, ωB97M-V with the def2-TZVPD basis set

As for the molecular weight: 150.0 g mol⁻¹. The max |F| is 7.06 eV/Å. The value obtained for the energy above the lowest of the compared OMol25 structures with the same formula, charge and spin is 574.6 kJ/mol. Its HOMO-LUMO gap (alpha / beta) is 3.5 / 3.5 eV. The value obtained for the total energy is -18030.900 eV.

Geometry (Å):
1 Na -1.404 3.237 -2.133
2 O -0.730 -0.833 0.895
3 O -0.579 3.152 0.277
4 O -1.210 5.215 0.046
5 O -2.596 3.680 0.604
6 O -3.798 -1.589 -0.531
7 C -2.136 -0.910 1.081
8 C -1.423 4.060 0.465
9 C -2.846 -0.838 -0.275
10 Li 0.441 0.392 1.793
11 H -0.567 0.150 0.746
12 H -2.393 -1.844 1.578
13 H -2.485 -0.076 -0.965
14 H -2.464 -0.078 1.705

---

Molecular formula: C3H4LiO2Sr
Method: DFT, ωB97M-V with the def2-TZVPD basis set

As for the molecular weight: 166.6 g mol⁻¹. The max |F| is 3.20 eV/Å. The total charge is +2. Its HOMO-LUMO gap (alpha / beta) is 5.1 / 8.9 eV. The value obtained for the total energy is -8291.575 eV. Its expectation value of S² is 0.7521. The multiplicity is 2.

Geometry (Å):
1 Sr -3.335 -1.076 0.515
2 O 2.248 -0.954 4.429
3 O -0.653 -0.045 -0.030
4 C 1.768 -0.833 3.422
5 C 0.095 1.021 -1.795
6 C -0.375 -0.202 -1.343
7 Li 0.717 -0.657 1.341
8 H -0.306 1.167 -0.163
9 H -0.572 1.873 -1.952
10 H 0.739 0.919 -2.674
11 H -0.327 -1.214 -1.749

---

Molecular formula: C3H4LiO3Yb
Method: DFT, ωB97M-V with the def2-TZVPD basis set

As for the molecular weight: 268.0 g mol⁻¹. The max |F| is 1.67 eV/Å. The value obtained for the energy above the lowest of the compared OMol25 structures with the same formula, charge and spin is 349.2 kJ/mol. The total charge is +2. Its HOMO-LUMO gap (alpha / beta) is 7.7 / 5.8 eV. The value obtained for the total energy is -41032.557 eV. Its expectation value of S² is 0.7580. The multiplicity is 2.

Geometry (Å):
1 Yb 0.069 -0.709 -2.974
2 O 0.655 0.976 0.383
3 O -0.573 1.921 -1.148
4 O -0.068 0.086 3.676
5 C 0.466 -0.023 1.353
6 C -0.165 0.581 2.572
7 C -0.050 0.866 -0.778
8 Li 0.547 -1.225 4.829
9 H -0.202 -0.834 1.010
10 H 1.422 -0.497 1.625
11 H -0.699 1.542 2.434
12 H -0.737 1.246 -3.062

---

Molecular formula: C3H4LiO4Rb
Method: DFT, ωB97M-V with the def2-TZVPD basis set

As for the molecular weight: 196.5 g mol⁻¹. The max |F| is 8.14 eV/Å. The value obtained for the energy above the lowest of the compared OMol25 structures with the same formula, charge and spin is 222.5 kJ/mol. The total charge is +1. Its HOMO-LUMO gap (alpha / beta) is 10.5 / 9.5 eV. The value obtained for the total energy is -12217.669 eV. Its expectation value of S² is 0.7538. The multiplicity is 2.

Geometry (Å):
1 Rb -2.910 0.683 -2.391
2 O -2.795 -0.771 -1.134
3 O -1.052 -1.633 0.944
4 O -0.384 0.314 -0.147
5 O 1.074 -1.126 0.732
6 C 0.810 1.091 0.007
7 C -0.184 -1.018 0.367
8 C 1.851 0.021 0.356
9 Li -2.976 -1.057 0.707
10 H 0.554 1.826 0.776
11 H 2.440 -0.259 -0.526
12 H 2.469 0.307 1.211
13 H 1.102 1.622 -0.904

---

Molecular formula: C3H4LiO4Sr
Method: DFT, ωB97M-V with the def2-TZVPD basis set

As for the molecular weight: 198.6 g mol⁻¹. The max |F| is 4.46 eV/Å. The value obtained for the energy above the lowest of the compared OMol25 structures with the same formula, charge and spin is 36.3 kJ/mol. The total charge is +1. Its HOMO-LUMO gap is 5.6 eV. The value obtained for the total energy is -12399.153 eV.

Geometry (Å):
1 Sr 2.951 1.816 0.575
2 O 2.055 -0.599 0.747
3 O 1.701 0.388 -1.201
4 O -0.009 0.840 0.415
5 O 0.300 -1.218 -0.643
6 C 1.071 -0.174 -0.146
7 C -0.996 -1.200 -0.094
8 C -1.287 0.245 0.311
9 Li 0.646 2.260 -0.742
10 H -1.789 0.269 1.280
11 H -1.892 0.744 -0.447
12 H -1.029 -1.848 0.784
13 H -1.723 -1.523 -0.840

---

Molecular formula: C3H4LiO4Tm
Method: DFT, ωB97M-V with the def2-TZVPD basis set

As for the molecular weight: 279.9 g mol⁻¹. The max |F| is 7.46 eV/Å. The value obtained for the energy above the lowest of the compared OMol25 structures with the same formula, charge and spin is 272.1 kJ/mol. The total charge is +2. Its HOMO-LUMO gap (alpha / beta) is 8.1 / 8.2 eV. The value obtained for the total energy is -41082.014 eV. Its expectation value of S² is 2.0025. The multiplicity is 3.

Geometry (Å):
1 Tm 0.289 1.456 0.309
2 O 3.496 -0.427 -0.085
3 O 1.278 -0.589 0.128
4 O -1.738 -0.957 0.454
5 O 2.300 1.304 0.080
6 C 2.359 0.037 0.347
7 C -2.347 -0.244 -0.614
8 C -1.711 0.542 0.462
9 Li -0.073 -1.841 0.377
10 H -3.435 -0.351 -0.647
11 H -2.450 0.882 1.199
12 H -1.850 -0.355 -1.584
13 H 3.881 0.543 -0.426

---

Molecular formula: C3H4LuO
Method: DFT, ωB97M-V with the def2-TZVPD basis set

As for the molecular weight: 231.0 g mol⁻¹. The max |F| is 5.39 eV/Å. The total charge is +1. Its HOMO-LUMO gap (alpha / beta) is 4.8 / 3.4 eV. The value obtained for the total energy is -38829.060 eV.

Geometry (Å):
1 Lu 3.348 1.648 1.691
2 O 2.114 3.025 0.960
3 C -0.343 1.655 0.002
4 C 0.516 0.701 0.909
5 C 0.433 2.241 0.981
6 H -1.435 1.612 0.080
7 H 1.337 0.184 0.378
8 H 0.078 0.127 1.737
9 H 0.087 2.705 1.913

---

Molecular formula: C3H4LuO
Method: DFT, ωB97M-V with the def2-TZVPD basis set

As for the molecular weight: 231.0 g mol⁻¹. The max |F| is 5.95 eV/Å. The total charge is +3. Its HOMO-LUMO gap (alpha / beta) is 3.7 / 3.7 eV. The value obtained for the total energy is -38803.846 eV.

Geometry (Å):
1 Lu 3.553 -1.065 -0.752
2 O 1.446 -0.564 -0.092
3 C 0.250 -0.688 -0.391
4 C -0.979 1.201 0.258
5 C -0.837 -0.137 0.367
6 H -1.538 1.772 1.000
7 H -0.491 1.770 -0.537
8 H -1.307 -0.731 1.152
9 H -0.096 -1.558 -1.005

---

Molecular formula: C3H4N2
Method: DFT, ωB97M-V with the def2-TZVPD basis set

As for the molecular weight: 68.1 g mol⁻¹. The max |F| is 3.28 eV/Å. The value obtained for the energy above the lowest of the compared OMol25 structures with the same formula, charge and spin is 349.8 kJ/mol. Its HOMO-LUMO gap is 9.2 eV. The value obtained for the total energy is -6152.275 eV. Its SMILES is C#C/C=N/N.

Geometry (Å):
1 N -0.423 -1.789 0.904
2 N -0.436 -0.765 0.017
3 C 0.027 2.239 -1.432
4 C 0.517 0.125 -0.016
5 C 0.259 1.301 -0.739
6 H 1.496 -0.073 0.521
7 H -1.269 -2.481 0.955
8 H -0.119 3.091 -2.080
9 H -0.052 -1.647 1.869

---

Molecular formula: C3H4N2
Method: DFT, ωB97M-V with the def2-TZVPD basis set

As for the molecular weight: 68.1 g mol⁻¹. The max |F| is 0.61 eV/Å. The value obtained for the energy above the lowest of the compared OMol25 structures with the same formula, charge and spin is 52.2 kJ/mol. Its HOMO-LUMO gap is 10.6 eV. The value obtained for the total energy is -6155.360 eV. Its SMILES is c1cn[nH]c1.

Geometry (Å):
1 N -1.046 -0.181 0.930
2 N -0.286 0.899 0.741
3 C 0.646 0.733 -0.226
4 C -0.584 -1.069 0.065
5 C 0.511 -0.560 -0.679
6 H 1.138 -1.037 -1.422
7 H -0.535 1.735 1.240
8 H 1.284 1.547 -0.538
9 H -1.186 -1.956 -0.053

---

Molecular formula: C3H4N2
Method: DFT, ωB97M-V with the def2-TZVPD basis set

As for the molecular weight: 68.1 g mol⁻¹. The max |F| is 3.44 eV/Å. The value obtained for the energy above the lowest of the compared OMol25 structures with the same formula, charge and spin is 525.8 kJ/mol. Its HOMO-LUMO gap is 9.2 eV. The value obtained for the total energy is -6150.452 eV.

Geometry (Å):
1 N 1.224 0.043 1.662
2 N -1.702 0.677 -1.731
3 C 0.795 -1.150 0.799
4 C -1.444 1.616 -1.054
5 C 1.161 -0.045 0.175
6 H 1.084 0.642 -0.672
7 H 0.388 0.523 1.853
8 H 0.508 -2.145 1.095
9 H -2.014 -0.161 -2.128

---

Molecular formula: C3H4N2O
Method: DFT, ωB97M-V with the def2-TZVPD basis set

As for the molecular weight: 84.1 g mol⁻¹. The max |F| is 0.58 eV/Å. The value obtained for the energy above the lowest of the compared OMol25 structures with the same formula, charge and spin is 433.7 kJ/mol. Its HOMO-LUMO gap is 9.5 eV. The value obtained for the total energy is -8199.391 eV. Its SMILES is [H]/N=N/[C@H]1C=C1O.

Geometry (Å):
1 O 1.720 -0.458 1.091
2 N -1.387 0.914 0.040
3 N -0.557 1.832 -0.016
4 C 0.689 -0.592 0.262
5 C -0.768 -0.403 0.197
6 C 0.157 -0.935 -0.869
7 H 2.532 -0.681 0.612
8 H 0.185 -1.308 -1.879
9 H -1.469 -1.067 0.706
10 H -1.101 2.699 -0.144

---

Molecular formula: C3H4N2O
Method: DFT, ωB97M-V with the def2-TZVPD basis set

As for the molecular weight: 84.1 g mol⁻¹. The max |F| is 1.15 eV/Å. The value obtained for the energy above the lowest of the compared OMol25 structures with the same formula, charge and spin is 740.8 kJ/mol. Its HOMO-LUMO gap is 8.7 eV. The value obtained for the total energy is -8196.208 eV.

Geometry (Å):
1 O 2.271 -0.356 0.107
2 N -1.589 -0.029 0.431
3 N 0.289 1.357 0.144
4 C 1.005 -0.622 -0.136
5 C -0.915 1.006 0.243
6 C 0.098 -1.414 -0.386
7 H 2.299 0.599 0.223
8 H -0.253 -2.395 -0.639
9 H -0.824 2.222 -0.030
10 H -2.388 -0.485 0.043

---

Molecular formula: C3H4N2O
Method: DFT, ωB97M-V with the def2-TZVPD basis set

As for the molecular weight: 84.1 g mol⁻¹. The max |F| is 0.49 eV/Å. The value obtained for the energy above the lowest of the compared OMol25 structures with the same formula, charge and spin is 460.6 kJ/mol. Its HOMO-LUMO gap is 8.4 eV. The value obtained for the total energy is -8199.112 eV.

Geometry (Å):
1 O 1.689 1.053 -0.367
2 N -0.635 0.662 0.835
3 N -1.509 -0.140 0.462
4 C 0.329 -0.922 -0.808
5 C 0.941 0.015 0.058
6 C -0.992 -1.012 -0.536
7 H -1.730 -1.679 -0.970
8 H 1.329 -0.395 0.996
9 H 1.492 1.188 -1.306
10 H -0.914 1.229 1.636